# 1
# C22H28N2O6S

One molecule with the formula C22H28N2O6S in a non-equilibrium geometry (ωB97M-V/def2-TZVPD, OMol25).

Lowest unoccupied orbital energy   0.6 eV
Structure (SMILES)   CCOc1ccc(S(=O)(=O)N(C)c2ccc(OCC(=O)NC[C@@H]3CCCO3)cc2)cc1

The geometry in ORCA input format:
```
! wB97M-V def2-TZVPD RIJCOSX def2/J DEFGRID3
* xyz 0 1
C -0.27232 5.57669 1.53073
C -1.43006 4.67663 1.12956
O -0.87981 3.50133 0.55871
C -1.70400 2.53180 0.10762
C -1.07199 1.41105 -0.44649
C -1.81437 0.36181 -0.94097
C -3.19725 0.42396 -0.88692
S -4.14844 -1.00397 -1.38410
O -5.52805 -0.64387 -1.52431
O -3.49658 -1.65340 -2.47852
N -4.02877 -1.99048 -0.01787
C -4.83031 -1.51716 1.08570
C -2.72304 -2.44985 0.23815
C -2.16563 -3.37609 -0.64250
C -0.87507 -3.82042 -0.45977
C -0.10978 -3.36089 0.61294
O 1.16353 -3.85903 0.69604
C 1.98555 -3.40263 1.74394
C 2.35548 -1.91783 1.63047
O 2.58542 -1.23078 2.60375
N 2.37358 -1.47260 0.36183
C 2.82504 -0.15226 0.00506
C 4.24364 -0.19803 -0.58455
C 4.76555 1.20105 -0.95840
C 5.35474 0.99361 -2.35383
C 4.47850 -0.13975 -2.88217
O 4.25604 -0.98407 -1.77117
C -0.66685 -2.45202 1.50206
C -1.96307 -2.00242 1.31157
C -3.83641 1.51618 -0.33851
C -3.09706 2.57867 0.15475
H 0.32204 5.82900 0.65707
H 0.36421 5.06487 2.24695
H -0.65293 6.48964 1.97914
H -2.07129 5.18465 0.39687
H -2.03368 4.41889 2.01001
H 0.00558 1.39689 -0.46688
H -1.34542 -0.50337 -1.38116
H -4.85321 -2.27998 1.86259
H -5.83383 -1.35905 0.69701
H -4.46465 -0.57437 1.50986
H -2.75235 -3.71850 -1.47779
H -0.43416 -4.53376 -1.13776
H 2.90563 -3.99097 1.66743
H 1.53862 -3.58770 2.72787
H 2.29607 -2.14223 -0.39026
H 2.81869 0.45348 0.91369
H 2.13793 0.27027 -0.73434
H 4.90170 -0.69925 0.13655
H 5.49668 1.56488 -0.24119
H 3.93494 1.90714 -0.99804
H 5.30653 1.88466 -2.97454
H 6.39015 0.65985 -2.28467
H 4.95124 -0.73768 -3.66216
H 3.52383 0.25398 -3.26163
H -0.10458 -2.06804 2.33800
H -2.36941 -1.28894 2.01115
H -4.91490 1.53111 -0.31842
H -3.61165 3.42931 0.57185
*
```

---

# 2
# C4H5ClO

A 2-piece molecular cluster, C4H5ClO overall in a non-equilibrium geometry (ωB97M-V/def2-TZVPD, OMol25).

Lowest unoccupied orbital energy (alpha / beta)   0.7 / -0.3 eV

The geometry in ORCA input format:
```
! wB97M-V def2-TZVPD RIJCOSX def2/J DEFGRID3
* xyz 0 1
C -1.83023 -0.70067 0.86882
C -1.53445 -0.55651 -0.37326
C 1.65032 0.91462 0.19579
C 1.26616 -0.03114 -0.83736
O 1.63520 1.14827 -1.22208
Cl -2.48812 -0.53019 -1.78362
H -2.83520 -1.07254 1.17236
H -0.94060 -0.53980 1.64090
H 0.82293 1.32607 0.88893
H 2.56267 0.87108 0.72783
H 1.69131 -0.82919 -1.27832
*
```